No. 1
The following is a DFT calculation (ωB97M-V with the def2-TZVPD basis set) of one molecule with the formula C16H26N4O2.

The value obtained for the relative energy (zero: lowest compared OMol25 entry of this formula, charge and spin) is 0.000 eV. The frontier orbital gap comes out at 0.3205 hartree. As for the lowest unoccupied orbital energy: 0.826 eV.

Atoms and positions in Å:
C -1.2384 -1.4369 3.5639
O -1.9376 -2.3261 2.7320
C -3.3326 -2.0999 2.7491
C -4.0249 -3.1606 1.8973
C -4.0310 -2.8138 0.4082
N -2.7051 -2.5934 -0.1168
C -2.3136 -1.3982 -0.6139
O -3.0686 -0.4562 -0.7383
C -0.8438 -1.3527 -1.0184
C -0.0113 -0.9161 0.1932
C 1.4623 -0.7968 -0.1984
N 1.6152 0.1059 -1.3113
C 2.1693 1.3254 -1.1649
N 2.7202 1.6165 0.0213
C 3.3015 2.7983 0.1483
C 3.9139 3.1128 1.4777
C 3.3423 3.7068 -0.9039
C 2.7433 3.3191 -2.0984
C 2.7270 4.2181 -3.2947
N 2.1614 2.1388 -2.2287
C 0.8640 -0.2516 -2.4893
C -0.6257 -0.3636 -2.1640
H -1.5861 -1.5127 4.6020
H -0.1873 -1.7147 3.5155
H -1.3592 -0.4000 3.2283
H -3.5556 -1.0936 2.3649
H -3.6948 -2.1578 3.7878
H -3.5064 -4.1083 2.0555
H -5.0571 -3.2721 2.2299
H -4.5859 -1.8884 0.2337
H -4.5132 -3.6250 -0.1504
H -2.0101 -3.2891 0.1019
H -0.5245 -2.3532 -1.3324
H -0.3693 0.0565 0.5354
H -0.1253 -1.6335 1.0060
H 1.8472 -1.7814 -0.4931
H 2.0550 -0.4098 0.6303
H 4.9860 3.2671 1.3666
H 3.4813 4.0256 1.8836
H 3.7389 2.2915 2.1663
H 3.8151 4.6698 -0.7979
H 2.2250 5.1535 -3.0533
H 2.2062 3.7298 -4.1129
H 3.7455 4.4502 -3.6016
H 1.2351 -1.2166 -2.8577
H 1.0407 0.5141 -3.2438
H -1.0145 0.6106 -1.8653
H -1.1746 -0.6882 -3.0492



No. 2
The following is a DFT calculation (ωB97M-V with the def2-TZVPD basis set) of one molecule with the formula C16H26N4O2S at a distorted geometry.

The value obtained for the relative energy (zero: lowest compared OMol25 entry of this formula, charge and spin) is 1.556 eV. The frontier orbital gap comes out at 0.3554 hartree. As for the lowest unoccupied orbital energy: 0.591 eV.

Atoms and positions in Å:
C -6.4331 4.7922 4.3566
C -5.0852 5.5116 4.3098
C -3.9684 4.5522 4.1372
N -3.0194 4.3814 4.9833
N -2.1274 3.4609 4.6337
C -2.3950 2.9106 3.4972
N -1.6162 1.9346 2.9346
C -1.9109 1.3585 1.7283
O -2.8870 1.6798 1.0903
C -0.8906 0.3442 1.2683
C 0.3068 1.0747 0.6411
C 1.3262 0.0394 0.1730
O 2.2373 -0.3379 0.8775
N 1.0882 -0.4384 -1.0630
C 1.9112 -1.4569 -1.6969
C 1.0546 -2.6952 -2.0057
C 1.7083 -4.0240 -1.6174
C 3.1718 -4.1992 -2.0165
C 3.4685 -4.2256 -3.5147
C 3.2182 -2.9318 -4.2989
C 3.6833 -1.6463 -3.6028
C 2.5705 -0.8350 -2.9346
S -3.8382 3.5083 2.7206
H -7.2365 5.5127 4.4852
H -6.4582 4.0915 5.1877
H -6.6023 4.2425 3.4332
H -4.9144 6.0616 5.2362
H -5.0800 6.2188 3.4764
H -0.7995 1.6601 3.4629
H -0.5480 -0.2670 2.1046
H -1.3620 -0.3005 0.5249
H 0.7883 1.7110 1.3850
H -0.0302 1.6940 -0.1915
H 0.3223 -0.0674 -1.6030
H 2.6712 -1.6989 -0.9489
H 0.1213 -2.6167 -1.4406
H 0.7831 -2.7009 -3.0604
H 1.1187 -4.8361 -2.0499
H 1.6560 -4.1237 -0.5302
H 3.5053 -5.1560 -1.6048
H 3.7745 -3.4281 -1.5380
H 4.5246 -4.4868 -3.6243
H 2.8884 -5.0267 -3.9793
H 2.1628 -2.8435 -4.5541
H 3.7535 -3.0307 -5.2467
H 4.4605 -1.8751 -2.8735
H 4.1360 -0.9917 -4.3515
H 1.7932 -0.6234 -3.6754
H 2.9980 0.1229 -2.6249



No. 3
The following is a DFT calculation (ωB97M-V with the def2-TZVPD basis set) of one molecule with the formula C16H26N6O5S.

The value obtained for the relative energy (zero: lowest compared OMol25 entry of this formula, charge and spin) is 1.773 eV. The frontier orbital gap comes out at 0.3472 hartree. As for the lowest unoccupied orbital energy: 0.231 eV.

Atoms and positions in Å:
C 0.0211 3.5559 2.5132
S 1.1990 2.5667 3.4558
C 0.0974 1.7821 4.6736
C -1.2109 1.3682 4.0188
O -2.2820 1.8401 4.3520
N -1.0826 0.4278 3.0525
C -2.2033 0.0065 2.2389
C -1.8839 -1.3204 1.5945
O -0.6857 -1.1561 0.8593
C -0.2713 -2.3387 0.2003
C 1.0123 -2.0451 -0.5448
N 0.8473 -1.0183 -1.5662
C 1.2240 0.3391 -1.2068
C 0.3382 -1.4040 -2.7570
O -0.0111 -2.5508 -2.9792
C 0.1851 -0.3222 -3.8305
N -0.0606 -0.8996 -5.1273
C -1.0647 -1.6857 -5.5488
N -0.8800 -2.0145 -6.8054
C 0.2926 -1.3920 -7.1114
C 0.9249 -1.4792 -8.4650
N 0.2109 -2.2451 -9.3244
O 1.9625 -0.9189 -8.7436
N 0.8248 -0.7105 -6.1226
C 0.9028 0.7216 5.4720
C 1.0612 1.7464 6.6209
O 2.3233 2.3758 6.6774
C -0.0592 2.5935 5.9801
H 0.6044 4.1667 1.8268
H -0.6530 2.9188 1.9434
H -0.5560 4.2077 3.1674
H -0.1583 0.2270 2.7012
H -3.0848 -0.0748 2.8733
H -2.4247 0.7462 1.4616
H -1.7482 -2.0956 2.3592
H -2.7018 -1.6260 0.9320
H -0.0978 -3.1407 0.9291
H -1.0421 -2.6723 -0.5022
H 1.7737 -1.6957 0.1542
H 1.3637 -2.9613 -1.0177
H 0.8848 1.0535 -1.9503
H 0.7615 0.6004 -0.2559
H 2.3086 0.4288 -1.1103
H -0.6354 0.3440 -3.5535
H 1.0873 0.2742 -3.9392
H -1.8758 -1.9947 -4.9120
H -0.6346 -2.6935 -9.0171
H 0.5620 -2.3798 -10.2552
H 0.2782 -0.1294 5.7450
H 1.8302 0.3645 5.0230
H 0.8705 1.3673 7.6221
H 2.4642 2.8570 5.8526
H 0.1284 3.6649 5.9201
H -1.0372 2.4203 6.4262



No. 4
The following is a DFT calculation (ωB97M-V with the def2-TZVPD basis set) of one molecule with the formula C16H26O5.

The value obtained for the relative energy (zero: lowest compared OMol25 entry of this formula, charge and spin) is 1.336 eV. The frontier orbital gap comes out at 0.3762 hartree. As for the lowest unoccupied orbital energy: 0.859 eV.

Atoms and positions in Å:
C 4.1946 2.7859 -0.7078
O 4.3045 2.0775 0.5132
C 3.9902 0.7148 0.4477
C 2.5867 0.4193 -0.0898
C 2.1376 -1.0048 0.2515
O 2.9276 -1.9528 -0.4352
C 0.6595 -1.2781 -0.1067
C 0.3582 -2.7480 0.1842
C -0.2979 -0.3281 0.6438
O -0.2670 0.9790 0.1140
C -1.7558 -0.8067 0.6217
O -2.1525 -0.9188 -0.7299
C -3.5055 -1.2843 -0.8867
C -4.4698 -0.2152 -0.4314
C -5.5619 -0.5254 0.3665
C -6.4352 0.4682 0.7743
C -6.2170 1.7824 0.3984
C -5.1249 2.1001 -0.3919
C -4.2591 1.1057 -0.8080
O 4.9156 0.0031 -0.3476
C 6.2279 -0.0176 0.1733
H 4.6664 2.2340 -1.5253
H 4.7166 3.7285 -0.5538
H 3.1485 2.9857 -0.9563
H 4.0732 0.3834 1.4977
H 2.5930 0.5298 -1.1756
H 1.8975 1.1426 0.3415
H 2.2559 -1.1595 1.3406
H 3.8035 -1.5610 -0.5665
H 0.5372 -1.1072 -1.1805
H -0.5812 -3.0472 -0.2698
H 1.1543 -3.3545 -0.2366
H 0.3177 -2.9249 1.2571
H 0.0208 -0.2351 1.6883
H -0.7095 0.9333 -0.7434
H -2.3732 -0.0553 1.1362
H -1.8766 -1.7644 1.1432
H -3.6263 -1.4614 -1.9609
H -3.7080 -2.2249 -0.3521
H -5.7311 -1.5498 0.6679
H -7.2845 0.2160 1.3922
H -6.8954 2.5578 0.7220
H -4.9489 3.1242 -0.6863
H -3.4060 1.3471 -1.4252
H 6.2547 -0.5538 1.1285
H 6.6054 0.9970 0.3240
H 6.8405 -0.5368 -0.5605